one.
10
Properties=species:S:1:pos:R:3 method="wB97M-V/def2-TZVPD" e_lumo_ev=0.523
C -0.4445 -0.7939 -0.5078
S -1.3808 0.5026 -1.3509
S -2.9827 0.8418 -0.0514
H -0.6556 -1.7139 -1.0587
H 0.6031 -0.6473 -0.7908
H -0.3813 -1.0407 0.5488
H -2.4713 0.2710 1.0531
S 2.2959 1.4714 0.8175
H 2.0374 0.1835 1.0947
H 3.3798 0.9256 0.2456

two.
10
Properties=species:S:1:pos:R:3 method="wB97M-V/def2-TZVPD" e_lumo_ev=0.563
C -1.1458 -0.3994 -0.1012
S -2.3465 0.4737 -1.1633
S -1.2071 2.0526 -1.8334
H -1.1751 -0.0326 0.9201
H -1.3530 -1.4585 -0.2517
H -0.1138 -0.2778 -0.4330
H -1.2185 2.7762 -0.7132
S 2.4498 -1.0005 1.7175
H 2.6495 -0.3388 0.5323
H 3.4606 -1.7949 1.3260

It turns out two is the most stable, with the second structure 14.9 kcal/mol higher.